The following is a quantum chemistry calculation of a single C6H8OS molecule at a distorted geometry, from the OMol25 dataset.

The calculation puts the HOMO energy (spin up / spin down) at -7.62 / -7.62 eV. The energy relative to the best compared isomer or geometry (same formula, charge and spin) is 114.1 kcal per mole. The calculation puts the LUMO energy (spin up / spin down) at 0.0172 / 0.0172 hartree. The value obtained for the HOMO-LUMO gap (spin up / spin down) is 0.297 / 0.297 Ha.

ORCA input file:
```
! wB97M-V def2-TZVPD RIJCOSX def2/J DEFGRID3
* xyz 0 1
C -0.6992 0.0568 -0.4733
C -2.8306 -1.0139 -0.7228
C -0.1130 -1.1623 -0.1565
C -1.1252 -2.2889 0.1340
C -0.4653 1.3448 -0.4964
C 0.8134 1.9449 0.0750
O -2.4019 -2.1717 -0.4143
S -4.2554 -0.2801 -1.1488
H 0.4491 -1.6107 -0.9741
H 0.5977 -1.0231 0.6711
H -0.7543 -3.2135 -0.2269
H -1.2209 -2.2635 1.3246
H -1.0459 2.0396 -0.8975
H 1.5318 1.1667 0.0780
H 0.5156 2.4806 1.0235
H 1.2234 2.6783 -0.5671
*
```

Per-atom natural (NBO) charges, elementary charge units: 0.0744 0.2274 -0.5583 -0.0371 -0.2487 -0.6344 -0.4789 -0.0534 0.2299 0.2397 0.1997 0.1830 0.2110 0.2061 0.2242 0.2152